A 11-piece molecular cluster, C35H97O38P9 overall at a distorted geometry. Source: OMol25; level of theory: wB97M-V/def2-TZVPD.

XYZ file:
```
179
Properties=species:S:1:pos:R:3:forces:R:3
C -5.40642 -2.37875 -3.94744 -0.108 -0.207 -0.188
O -5.22003 -2.93452 -2.63864 0.449 -0.291 0.633
P -3.76644 -2.97048 -2.00971 -0.705 -1.578 0.755
O -3.17799 -1.64451 -1.72646 -3.599 -1.293 -2.675
O -3.96551 -3.83551 -0.68151 -1.071 0.801 -0.853
C -2.84150 -4.24948 0.09241 0.927 0.255 0.118
O -2.95604 -3.98920 -2.96596 -0.470 1.329 0.334
C -1.55947 -3.70075 -3.12443 0.238 0.173 -0.366
H -6.15032 -3.00171 -4.43938 0.087 -0.024 -0.046
H -4.47441 -2.40858 -4.51073 -0.048 0.094 -0.099
H -5.79940 -1.36514 -3.89394 0.180 0.058 0.199
H -2.90558 -3.88641 1.12060 -0.416 -0.441 -0.581
H -1.90915 -3.80086 -0.26430 -0.121 -0.289 -0.358
H -2.78377 -5.33467 0.08209 0.048 0.000 -0.001
H -0.99124 -4.57608 -2.82517 -0.078 0.029 0.011
H -1.30704 -2.83974 -2.50594 0.307 -0.272 -0.191
H -1.36004 -3.45869 -4.17101 -0.062 -0.088 0.022
C 2.10122 -2.50175 -2.79396 0.143 0.764 -0.774
O 2.14669 -3.91638 -2.66161 -0.051 -0.444 0.203
P 1.44984 -4.68512 -1.45389 -0.006 0.106 0.227
O 0.39183 -3.91267 -0.78154 0.627 -0.997 -0.700
O 2.65180 -5.09136 -0.47819 -0.618 -0.013 -0.321
C 3.36448 -4.02375 0.13143 1.467 0.620 0.131
O 1.02160 -6.07508 -2.10419 0.382 0.997 0.533
C 2.03653 -6.90761 -2.69556 -0.060 -0.396 -0.081
H 3.05976 -2.04201 -2.54169 -0.070 -0.212 0.508
H 1.27038 -2.05846 -2.24696 0.210 -0.225 0.144
H 1.99089 -2.25579 -3.85276 -0.283 -0.271 0.004
H 4.37852 -4.01635 -0.28054 -0.058 -0.115 -0.066
H 3.48240 -4.14903 1.20723 -0.475 -0.321 -0.010
H 2.98438 -3.01420 -0.04075 -0.559 -0.233 -0.096
H 3.02210 -6.44659 -2.68160 -0.052 0.046 0.099
H 1.76194 -7.12015 -3.72703 -0.104 0.097 0.041
H 2.04270 -7.83788 -2.12882 0.146 0.017 -0.055
C -3.07000 3.83760 -5.62637 0.130 -0.570 -0.722
O -2.35216 2.83645 -4.88590 -0.023 -0.064 0.163
P -1.29881 1.91919 -5.63520 0.740 -0.672 -0.590
O -1.78146 1.18661 -6.82010 0.143 0.654 0.638
O -0.70060 0.97883 -4.49039 -0.301 0.989 -0.069
C -1.54646 0.16612 -3.67591 -0.824 -0.155 -0.049
O -0.07866 2.89940 -5.94742 -0.447 -0.463 -0.214
C 0.24946 3.96038 -5.04900 -0.028 0.085 0.494
H -4.08932 3.80392 -5.25920 0.009 0.425 0.119
H -3.07254 3.59349 -6.69167 -0.109 -0.226 0.038
H -2.57607 4.80503 -5.56084 -0.165 0.069 0.517
H -1.45316 0.43876 -2.62459 -0.268 0.042 -1.149
H -1.22824 -0.86556 -3.81861 -0.148 -0.020 0.029
H -2.60783 0.26474 -3.90873 0.068 -0.022 -0.462
H -0.03419 4.92029 -5.48199 0.155 -0.065 -0.121
H 1.31998 3.93518 -4.85389 -0.028 0.043 -0.124
H -0.28306 3.84944 -4.10145 0.099 -0.027 0.024
C 5.20546 -1.36905 4.51782 0.791 -0.585 0.337
O 4.07557 -0.84801 5.20778 -0.800 0.016 0.179
P 2.72105 -0.71897 4.38287 -0.453 -0.045 -0.372
O 2.25324 -1.95139 3.73677 0.524 0.522 -0.476
O 1.68997 -0.14613 5.42529 0.887 0.194 0.156
C 0.34987 0.08328 4.96417 -0.828 0.078 0.735
O 2.99243 0.51508 3.37574 0.122 -0.948 0.002
C 3.44628 1.75744 3.90171 0.141 0.430 0.343
H 5.92782 -0.55945 4.43091 0.006 -0.036 -0.451
H 4.97908 -1.88968 3.58630 -0.284 0.565 -0.223
H 5.68120 -2.15536 5.10962 -0.222 0.214 0.376
H 0.14526 -0.24154 3.94688 0.275 -0.131 -0.009
H 0.10472 1.13933 5.08197 0.237 0.063 -0.159
H -0.30125 -0.45843 5.64632 -0.071 -0.124 -0.229
H 4.23867 2.16398 3.27491 -0.199 -0.080 -0.343
H 3.88590 1.68276 4.89883 -0.214 -0.286 0.059
H 2.60260 2.44418 3.94570 0.058 0.095 -0.050
C 5.83438 0.66757 0.33889 -0.166 -0.260 -0.077
O 6.15096 2.01426 -0.01073 0.570 0.441 -0.102
P 7.51972 2.34451 -0.78248 -0.166 0.146 -0.414
O 7.66494 1.70712 -2.09679 0.065 0.101 0.709
O 7.52188 3.94100 -0.80402 0.192 -0.673 0.645
C 6.93296 4.62993 -1.89964 -0.542 -0.136 -0.935
O 8.66961 1.97317 0.25373 -0.329 -0.260 -0.537
C 8.63703 2.38685 1.60603 -0.104 1.309 0.545
H 4.87733 0.43265 -0.12191 -0.054 -0.072 0.094
H 5.75467 0.59056 1.42364 -0.065 0.066 -0.009
H 6.57050 -0.06065 -0.00713 0.100 0.185 -0.104
H 7.56829 4.59057 -2.78645 0.198 -0.002 0.207
H 6.75056 5.66700 -1.62884 0.092 -0.097 0.248
H 5.99001 4.16186 -2.19406 -0.058 0.129 0.167
H 8.68431 1.55705 2.30593 0.133 -0.248 -0.263
H 7.75643 2.99009 1.84653 -0.212 -0.283 -0.186
H 9.46167 3.08347 1.77107 0.218 -0.347 0.030
C -0.29311 -6.84221 5.44043 -0.214 -0.491 1.404
O -0.03451 -7.08948 4.07252 -0.023 0.381 -0.660
P -0.65326 -6.13338 2.95955 0.095 0.649 -0.266
O -2.08677 -5.82638 3.05675 0.324 -0.473 -0.188
O 0.25447 -4.82827 3.05073 -0.061 -0.717 0.154
C -0.05700 -3.80322 2.08514 0.532 0.280 -0.039
O -0.22090 -6.82475 1.58771 -0.064 -0.158 0.124
C 1.12633 -7.31938 1.40341 -0.643 -0.928 0.031
H -0.96702 -6.01413 5.65794 0.044 0.150 -0.455
H 0.62706 -6.70214 6.00963 0.197 0.247 -0.431
H -0.74643 -7.73151 5.88569 -0.125 -0.035 -0.294
H 0.84533 -3.61110 1.50556 -0.059 0.091 0.244
H -0.33699 -2.90943 2.63523 -0.189 0.005 -0.092
H -0.80864 -4.11966 1.36377 0.024 0.046 0.411
H 1.08444 -8.41099 1.34065 -0.163 -0.029 0.689
H 1.71900 -6.99504 2.25181 0.517 0.005 -0.326
H 1.51992 -7.10226 0.41439 -0.092 1.013 0.210
C 2.63153 8.24815 -1.32940 -0.859 0.868 0.036
O 3.16284 6.96841 -1.60489 0.232 -0.653 0.158
P 2.80973 6.13746 -2.92132 -0.443 0.395 -0.659
O 1.58050 6.61463 -3.57961 0.029 -0.207 0.469
O 4.07776 6.25732 -3.87687 -0.060 -0.775 1.038
C 4.37876 7.49808 -4.46824 0.040 0.766 -1.664
O 2.87528 4.61450 -2.49437 0.467 0.831 -0.296
C 1.88792 4.10898 -1.57382 -0.282 -0.324 -0.295
H 2.88627 8.55816 -0.31827 0.494 -0.262 -0.046
H 1.53975 8.28856 -1.35017 -0.005 -0.446 -0.269
H 2.97074 8.99642 -2.04497 0.241 -0.046 0.015
H 3.52784 8.17818 -4.56581 -0.136 -0.155 0.549
H 4.63006 7.30329 -5.51616 0.183 -0.173 0.178
H 5.23325 8.01903 -4.03548 -0.110 -0.270 0.454
H 1.13103 4.86443 -1.36956 0.081 -0.015 0.307
H 2.40792 3.74175 -0.69363 -0.055 0.289 0.178
H 1.37224 3.26781 -2.03594 0.068 0.060 -0.141
C -4.69794 4.80908 -0.42229 -0.072 0.029 -0.808
O -3.43757 4.12633 -0.38239 0.976 -0.259 -0.054
P -2.74581 3.61060 -1.75136 -1.122 0.165 0.480
O -1.38373 3.08686 -1.57228 -0.373 0.368 0.203
O -3.82907 2.58579 -2.30400 0.901 0.720 -0.493
C -4.00336 1.32067 -1.64479 -1.289 0.508 0.829
O -2.92216 4.86332 -2.73698 -0.355 -1.112 0.427
C -2.05075 5.97155 -2.59293 0.746 0.802 -1.085
H -5.05089 4.81975 -1.45476 -0.235 0.039 0.089
H -4.56541 5.84515 -0.11548 0.099 -0.058 0.202
H -5.43712 4.30660 0.19641 0.220 -0.140 0.170
H -3.14894 0.97359 -1.06801 0.372 -0.059 -0.547
H -4.37940 0.62958 -2.39030 0.437 -0.200 0.019
H -4.80159 1.47782 -0.90785 0.012 -0.158 -0.028
H -1.36691 5.91314 -1.74719 -0.181 -0.129 0.100
H -2.60289 6.91418 -2.59281 -0.339 -0.280 0.471
H -1.45639 6.04635 -3.51114 0.209 -0.231 0.254
C -5.41886 0.46029 5.40568 -0.025 0.001 0.985
O -6.03152 1.01776 4.24937 0.571 0.191 -0.628
P -5.28428 0.88020 2.85303 -0.790 1.342 -0.279
O -5.94188 1.53276 1.71215 0.187 -0.256 0.463
O -3.81603 1.45193 3.17072 -1.230 0.060 0.138
C -2.79101 1.39830 2.17622 0.988 1.154 0.209
O -5.12190 -0.69909 2.74140 -4.639 2.356 -1.341
C -4.81991 -1.30041 1.49461 -0.204 0.480 -3.693
H -5.53771 1.11955 6.26438 -0.182 0.330 -0.230
H -4.35299 0.25781 5.29800 -0.144 0.751 -0.352
H -5.88596 -0.48768 5.68025 -0.389 0.228 -0.270
H -1.89071 1.06802 2.70063 -0.247 -0.444 -0.274
H -2.54057 2.41081 1.85476 -0.487 0.080 -0.227
H -3.03615 0.77588 1.31946 0.130 -0.018 0.036
H -5.30148 -2.26701 1.33985 -0.614 0.620 -0.216
H -3.75652 -1.56305 1.47414 -0.671 0.685 -1.082
H -5.02188 -0.70858 0.60177 -0.364 0.687 0.388
C 0.89397 -0.00768 -0.15083 0.694 0.077 -0.634
C -0.12333 -0.16678 -1.27669 0.187 0.011 0.918
C -1.04791 -1.24527 -0.71894 2.588 0.258 0.974
O -1.03566 -0.97410 0.69131 -0.832 -0.322 1.035
C 0.12014 -0.31505 1.14245 1.017 0.691 -1.388
H 1.40127 0.95339 -0.24706 -0.185 0.216 0.493
H 1.70222 -0.73633 -0.27424 -0.076 -0.216 0.021
H 0.35129 -0.41826 -2.22597 -0.090 0.187 0.134
H -0.67985 0.76666 -1.39355 0.515 0.093 0.391
H -0.58474 -2.23157 -0.85129 -0.015 0.400 -0.031
H -2.07735 -1.31230 -1.06386 1.976 1.015 1.079
H 0.81122 -0.90466 1.75019 -0.561 -0.278 0.459
H -0.15686 0.61383 1.64718 -0.014 -0.101 0.194
C -3.83887 -2.55801 3.07960 1.263 -2.576 1.445
C -3.68915 -3.18476 4.46477 -0.797 0.928 0.666
C -3.50932 -1.91600 5.30184 0.236 -0.175 -0.503
O -2.59731 -1.13982 4.51197 0.362 0.389 1.064
C -3.00600 -1.27471 3.16021 2.159 -0.107 0.199
H -4.86957 -2.38764 2.77071 1.266 -2.012 2.136
H -3.36942 -3.20182 2.33092 -0.410 0.003 0.676
H -2.83873 -3.85998 4.50427 0.023 -0.006 0.220
H -4.59667 -3.65876 4.84468 0.058 -0.472 -0.378
H -3.16259 -2.08411 6.32127 0.550 0.116 -0.081
H -4.41657 -1.30402 5.37758 0.382 -1.643 -0.023
H -2.11071 -1.34748 2.53846 0.214 -0.309 0.311
H -3.53829 -0.38009 2.80814 2.569 -1.986 1.318
```
Positions in Å, forces in eV/Å.

E_LUMO in Ha: 0.00715
SMILES: COP(=O)(OC)OC.COP(=O)(OC)OC.COP(=O)(OC)OC.COP(=O)(OC)OC.COP(=O)(OC)OC.COP(=O)(OC)OC.COP(=O)(OC)OC.COP(=O)(OC)OC.COP(=O)(OC)OC.C1CCOC1.C1CCOC1
HOMO in eV: -8.61
Orbital gap in eV: 8.81
Multiplicity: 1